(1)
27
Properties=species:S:1:pos:R:3:forces:R:3:lowdin_charge:R:1 method="wB97M-V/def2-TZVPD" lumo_energy_ha=0.00217 total_energy_ev=-16080.2508 homo_ev=-7.797 fmax_ev_per_a=6.87 e_above_lowest_kcal_mol=174.7
C -0.565 1.983 -0.488 -1.0 -0.2 1.5 -0.17
C -1.431 0.887 0.261 1.5 0.1 -3.9 -0.16
C -2.801 0.952 0.164 -3.1 0.6 -0.2 -0.10
C -3.624 -0.205 0.176 -0.8 -2.0 -0.4 -0.11
C -3.024 -1.515 -0.047 1.8 -1.7 1.4 -0.08
C -1.579 -1.686 -0.258 -2.5 6.1 1.9 0.01
C -0.850 -0.406 0.012 2.3 -2.9 -1.3 -0.16
C 1.079 0.334 1.198 -0.4 5.3 -2.7 -0.13
C 2.621 0.251 1.234 -0.8 -3.1 -1.5 -0.25
C 2.857 -0.992 -0.913 2.5 0.3 -0.8 -0.19
C 1.414 -1.491 -0.445 -1.2 0.2 -1.4 -0.14
H -3.366 1.930 -0.008 1.2 -1.3 0.6 0.14
H -4.809 -0.196 0.235 2.9 0.4 0.0 0.13
H -3.480 -2.609 0.229 0.2 3.1 -1.3 0.15
H -1.109 -2.586 -0.518 0.5 -1.0 0.0 0.06
H 0.322 0.359 2.155 2.3 -0.5 -2.2 0.17
H 1.025 1.589 0.590 0.2 -3.4 3.0 0.16
H 2.973 -0.700 1.638 -0.1 0.4 1.6 0.11
H 3.032 1.129 1.510 1.2 2.5 2.6 0.07
H 3.606 0.931 -0.775 -1.6 -2.1 3.7 0.19
H 2.966 -0.502 -2.001 -1.1 -1.7 2.1 0.13
H 3.863 -1.662 -0.816 -3.2 0.0 -0.6 0.14
H 1.342 -1.887 0.540 1.5 -2.8 0.2 0.11
H 0.710 -1.979 -1.225 2.0 0.1 1.1 0.14
N 0.122 2.794 -0.970 -1.5 -1.3 0.5 0.13
N 0.596 -0.386 -0.001 -3.0 2.1 0.8 -0.18
N 3.331 0.092 -0.015 0.4 2.6 -4.8 -0.16



(2)
65
Properties=species:S:1:pos:R:3:forces:R:3:lowdin_charge:R:1 method="wB97M-V/def2-TZVPD" total_charge=+1 lumo_energy_ha=-0.12040 total_energy_ev=-44194.9407 smiles="COC(=O)C1=C(C)[NH2+]C(C)=C(C(=O)OCCN(C)Cc2ccccc2)[C@H]1c1cccc([N+](=O)[O-])c1" homo_ev=-11.232 fmax_ev_per_a=1.23
C -1.526 -4.285 4.963 0.2 -0.5 0.2 -0.01
O -1.673 -3.062 4.235 -0.2 0.3 -0.1 -0.04
C -0.885 -2.923 3.176 0.0 0.1 0.1 -0.43
O -0.079 -3.733 2.810 0.0 0.0 0.0 0.17
C -1.082 -1.629 2.440 0.0 0.4 -0.2 -0.01
C -1.803 -0.577 2.826 0.1 -0.7 0.3 -0.17
C -2.659 -0.332 4.010 0.0 0.0 0.2 0.02
N -1.753 0.575 1.886 0.1 -0.2 -0.1 0.18
C -1.977 0.157 0.474 0.0 -0.4 -0.6 -0.17
C -2.969 1.001 -0.229 0.0 0.1 -0.2 0.01
C -1.258 -0.899 0.097 -0.1 0.2 0.4 0.01
C -1.179 -1.495 -1.281 -0.1 0.2 0.1 -0.42
O -0.401 -2.377 -1.528 0.0 -0.1 -0.1 0.15
O -2.013 -0.943 -2.145 -0.2 -0.1 0.2 0.00
C -1.816 -1.267 -3.528 0.3 -0.1 -0.6 -0.10
C -0.468 -0.719 -4.029 -0.2 -0.1 0.3 -0.16
N -0.203 0.583 -3.451 0.2 -0.1 -0.2 -0.23
C -0.968 1.642 -4.080 0.0 0.0 0.1 -0.06
C 1.205 0.930 -3.365 0.0 -0.2 -0.1 -0.14
C 1.492 1.820 -2.184 0.1 0.1 0.0 -0.20
C 0.585 1.931 -1.138 0.0 0.1 -0.1 -0.05
C 0.880 2.706 -0.031 0.0 0.0 0.0 -0.09
C 2.090 3.374 0.052 0.0 0.1 0.1 -0.09
C 2.998 3.272 -0.989 0.0 0.0 0.0 -0.07
C 2.699 2.504 -2.100 -0.2 0.0 0.0 -0.04
C -0.352 -1.547 1.124 0.0 -0.2 -0.1 -0.13
C 0.956 -0.767 1.200 0.1 0.0 0.2 -0.13
C 1.330 -0.009 2.306 0.1 -0.1 -0.1 -0.03
C 2.529 0.690 2.317 0.0 0.0 -0.1 -0.04
C 3.369 0.655 1.221 0.1 -0.1 -0.2 0.01
C 2.995 -0.109 0.125 -0.7 0.0 1.0 -0.12
N 3.864 -0.162 -1.034 0.2 0.0 -0.1 -0.34
O 4.922 0.414 -0.963 0.3 0.1 0.0 0.11
O 3.459 -0.770 -2.000 0.0 -0.3 -0.4 0.08
C 1.807 -0.820 0.104 0.3 0.0 -0.1 0.08
H -2.304 -4.280 5.721 0.0 0.0 -0.1 0.10
H -0.538 -4.331 5.423 -0.1 0.0 0.0 0.11
H -1.644 -5.137 4.293 0.0 0.1 0.1 0.11
H -3.704 -0.236 3.710 -0.1 0.1 0.0 0.11
H -2.364 0.585 4.521 0.0 0.1 0.0 0.10
H -2.585 -1.160 4.706 0.0 0.1 0.0 0.09
H -0.799 0.981 1.931 -0.1 0.1 0.0 0.16
H -2.438 1.290 2.158 0.2 -0.2 -0.1 0.19
H -3.033 0.712 -1.272 0.0 0.1 0.1 0.09
H -3.957 0.883 0.219 -0.1 0.0 0.1 0.11
H -2.689 2.054 -0.176 0.0 0.1 0.0 0.10
H -2.662 -0.807 -4.038 0.1 -0.1 0.1 0.13
H -1.845 -2.351 -3.663 -0.1 0.1 0.0 0.14
H -0.497 -0.709 -5.129 0.0 0.0 0.0 0.14
H 0.322 -1.403 -3.713 -0.1 0.1 -0.1 0.12
H -0.735 1.746 -5.149 0.0 0.0 0.0 0.10
H -2.033 1.443 -3.974 -0.1 0.1 0.0 0.08
H -0.741 2.584 -3.584 -0.1 0.1 0.0 0.09
H 1.566 1.414 -4.286 0.0 0.0 0.0 0.14
H 1.795 0.017 -3.235 -0.2 0.1 -0.1 0.11
H -0.354 1.408 -1.224 -0.1 0.0 0.0 0.09
H 0.159 2.808 0.773 -0.1 0.0 0.1 0.09
H 2.318 3.980 0.915 0.0 0.1 0.1 0.11
H 3.940 3.794 -0.936 0.1 0.1 0.0 0.11
H 3.411 2.429 -2.908 0.1 0.0 -0.1 0.13
H -0.102 -2.559 0.788 -0.2 0.2 0.1 0.16
H 0.725 -0.006 3.203 -0.1 0.0 0.1 0.12
H 2.807 1.259 3.190 0.1 0.1 0.1 0.12
H 4.306 1.189 1.204 0.0 0.0 0.0 0.13
H 1.565 -1.425 -0.756 0.0 0.0 0.0 0.13



(3)
45
Properties=species:S:1:pos:R:3:forces:R:3:lowdin_charge:R:1 method="wB97M-V/def2-TZVPD" total_charge=-1 lumo_energy_ha=0.11944 total_energy_ev=-34386.6388 homo_ev=-3.893 fmax_ev_per_a=4.67
C 2.420 1.913 -1.293 -0.4 -0.5 0.9 0.01
C 1.402 1.317 -1.634 -1.0 -0.3 0.2 -0.23
C 0.015 0.620 -1.882 1.8 1.3 0.4 -0.23
Al -0.463 -0.310 -0.083 1.1 0.2 0.2 0.19
C -0.070 1.141 1.353 -0.1 2.2 0.7 -0.24
C -0.450 2.554 1.032 0.5 1.2 1.3 -0.10
C -0.219 3.748 1.907 1.3 -4.3 1.3 -0.07
C 0.462 3.370 3.215 -1.2 -1.2 -2.9 -0.09
C 0.769 1.934 3.394 0.0 1.5 0.6 -0.19
N 0.542 0.853 2.571 -0.8 2.9 -0.6 0.01
C 0.679 -1.991 0.125 0.3 -1.2 0.2 -0.38
C 1.524 -2.049 1.488 0.2 0.2 -0.7 -0.18
C 1.593 -2.327 -1.169 0.0 -0.5 1.2 -0.24
C 3.093 -1.800 -1.052 -0.2 0.1 -2.2 -0.24
C 3.557 -1.190 -2.479 0.5 0.8 0.8 -0.14
P -2.707 -1.000 -0.075 -1.0 -0.7 -0.2 0.74
C -3.114 -1.523 1.725 0.2 0.4 0.1 -0.39
C -3.872 0.418 -0.561 -0.7 0.4 -0.2 -0.52
C -4.047 0.446 -2.166 0.0 -0.7 0.7 -0.21
H 3.229 2.273 -0.607 -1.2 -0.5 -1.4 0.04
H -0.728 1.459 -2.017 0.7 -0.9 -0.4 0.04
H 0.076 -0.098 -2.745 -0.2 0.9 0.7 0.04
H -0.927 2.744 0.022 0.6 -0.3 1.3 0.08
H -0.489 4.798 1.632 0.3 -1.2 0.3 0.08
H 0.710 4.163 3.979 -0.2 -1.3 -0.9 0.07
H 1.282 1.684 4.378 -0.7 0.2 -1.3 0.09
H -0.045 -2.876 0.192 0.7 1.1 -0.1 0.07
H 2.241 -2.937 1.512 -0.9 0.9 0.1 0.07
H 2.156 -1.119 1.566 -0.7 -1.0 0.2 0.04
H 0.839 -2.063 2.386 0.8 0.0 -1.0 0.06
H 1.646 -3.466 -1.251 0.0 1.3 0.0 0.10
H 1.107 -1.972 -2.124 0.5 -0.2 1.0 0.07
H 3.243 -0.974 -0.308 -0.3 -1.2 -0.5 0.09
H 3.749 -2.703 -0.888 -0.5 1.2 0.4 0.09
H 2.679 -0.949 -3.150 1.1 -0.5 0.7 0.06
H 4.065 -0.189 -2.283 -0.6 -1.2 -0.4 0.05
H 4.333 -1.834 -2.988 -1.0 0.5 0.3 0.05
H -2.767 -2.593 1.851 -0.4 1.2 -0.1 0.02
H -2.533 -0.853 2.425 -0.9 -0.8 -0.4 0.01
H -4.235 -1.472 1.917 1.4 0.0 -0.2 0.02
H -4.914 0.225 -0.141 1.4 0.3 -0.2 0.06
H -3.506 1.405 -0.154 -0.5 -0.9 -0.5 0.05
H -3.344 -0.333 -2.609 -0.7 1.2 0.3 0.04
H -3.889 1.472 -2.601 -0.1 -1.1 0.4 0.06
H -5.091 0.081 -2.410 1.1 0.6 0.2 0.05



(4)
46
Properties=species:S:1:pos:R:3:forces:R:3:lowdin_charge:R:1 method="wB97M-V/def2-TZVPD" total_charge=+1 lumo_energy_ha=-0.17958 total_energy_ev=-82816.4780 homo_ev=-11.773 fmax_ev_per_a=6.79
N 0.548 3.855 2.681 -1.8 -2.4 -1.3 -0.31
P 0.219 3.034 1.304 0.8 2.9 2.9 0.75
C -1.287 1.867 1.425 -5.5 -4.0 -0.2 -0.22
N -1.423 0.361 1.462 -1.0 5.8 0.5 -0.15
C -0.099 -0.367 1.343 0.8 -1.1 0.0 -0.10
C 0.398 -0.152 -0.231 -0.5 -0.7 -1.0 -0.23
N 0.701 -1.447 -0.954 -0.6 1.1 1.1 -0.01
N -2.729 -0.104 1.571 -1.3 5.0 0.2 0.12
C -3.659 1.128 1.616 6.5 -1.2 -0.7 0.04
N -2.729 2.316 1.508 0.7 -4.5 -0.1 -0.31
P -3.011 4.075 1.442 -1.3 2.4 0.6 0.56
O -4.558 4.448 2.153 1.4 -3.8 -1.3 -0.39
I -3.334 4.642 -0.979 -0.1 -0.7 0.8 0.39
H -0.141 3.543 3.402 0.9 0.6 -0.3 -0.03
H -0.140 4.065 0.322 0.2 -1.6 0.0 0.02
H 1.415 2.316 0.941 -1.2 0.0 -0.6 0.03
H -0.230 -1.505 1.632 0.1 2.5 -0.8 0.13
H 0.689 0.087 2.109 -2.0 -0.8 -1.5 0.15
H 1.339 0.538 -0.317 -1.7 -1.4 0.4 0.10
H -0.491 0.380 -0.815 1.9 -1.1 1.3 0.12
H -0.159 -1.979 -1.215 1.2 0.6 0.6 0.09
H 1.402 -2.035 -0.451 -1.1 0.7 -0.8 0.03
H -4.824 1.180 1.710 2.7 -0.4 -0.2 0.15
H -5.104 3.584 2.143 0.7 2.2 0.1 0.07
C 0.948 1.817 -5.768 0.6 -0.5 -0.5 -0.16
C 0.624 0.401 -5.298 -0.5 0.1 -0.7 -0.17
O 0.850 0.414 -3.890 0.1 1.3 0.7 -0.20
S 0.498 1.898 -3.311 0.3 -0.2 -0.7 0.65
O -0.846 1.868 -2.779 1.5 0.3 -0.1 -0.28
O 1.633 2.375 -2.556 -1.6 -0.6 -0.4 -0.24
O 0.461 2.680 -4.741 -0.4 -0.6 1.3 -0.19
H 2.029 1.966 -5.854 -0.1 0.0 0.0 0.14
H 0.471 2.054 -6.723 -0.1 0.1 0.3 0.14
H 1.251 -0.352 -5.782 0.0 0.1 0.3 0.14
H -0.431 0.161 -5.469 0.1 0.0 -0.1 0.13
C 0.757 -4.399 3.056 -0.5 -0.8 0.1 -0.17
C 1.889 -5.414 3.193 -0.1 0.2 0.8 -0.16
O 2.694 -5.235 2.030 -0.4 1.2 -0.8 -0.18
S 2.639 -3.667 1.584 1.0 -0.3 0.5 0.69
O 3.811 -3.006 2.114 -1.8 -0.6 -1.1 -0.22
O 2.260 -3.601 0.192 0.7 -0.1 1.6 -0.25
O 1.356 -3.233 2.493 0.9 0.0 -0.4 -0.23
H -0.011 -4.756 2.362 0.1 0.0 0.1 0.14
H 0.295 -4.163 4.018 0.2 0.2 -0.2 0.14
H 1.522 -6.441 3.254 0.2 0.2 -0.3 0.14
H 2.508 -5.197 4.070 -0.1 0.0 0.0 0.14



(5)
24
Properties=species:S:1:pos:R:3:forces:R:3:lowdin_charge:R:1 method="wB97M-V/def2-TZVPD" lumo_energy_ha=0.02262 total_energy_ev=-15922.7239 homo_ev=-8.750 fmax_ev_per_a=7.87 e_above_lowest_kcal_mol=51.4
C -2.616 -0.313 1.245 -0.4 -0.6 2.5 -0.12
C -2.083 0.695 0.296 -3.0 1.9 -0.8 -0.27
C -1.679 0.110 -1.039 2.2 2.2 -0.2 -0.10
C -0.199 -1.823 -0.742 -3.5 -4.5 -1.1 -0.26
C 1.637 -1.458 0.048 1.1 0.8 0.2 -0.28
C 3.735 -0.452 0.325 -0.5 0.7 0.5 -0.22
C 1.939 0.921 -0.224 0.5 1.7 2.5 -0.25
C 1.029 -0.183 -0.243 1.3 0.2 -1.0 -0.07
H -3.200 0.050 2.109 -0.2 0.8 -0.7 0.08
H -3.298 -1.049 0.807 0.5 0.0 -0.3 0.08
H -1.864 -0.773 1.877 0.6 -0.8 -0.6 0.08
H -1.301 1.316 0.581 1.9 0.5 1.4 0.06
H -2.875 1.574 0.270 1.0 -1.9 -1.0 0.15
H -2.425 -0.585 -1.370 0.3 -0.9 -0.3 0.10
H -1.590 0.923 -1.793 -0.1 -0.6 0.4 0.12
H -1.095 -2.427 -1.057 0.7 1.0 0.2 0.14
H 4.902 -0.426 0.360 -2.3 -1.0 0.3 0.13
H 0.583 2.388 -0.188 -5.2 1.2 1.2 -0.01
H 2.187 3.048 -0.332 -1.9 -2.1 0.1 0.14
N -0.232 -0.499 -0.948 0.3 -0.1 1.6 0.04
N 0.753 -2.554 -0.210 1.1 3.8 0.0 0.16
N 2.956 -1.555 0.356 0.7 0.1 -0.7 0.10
N 3.271 0.821 0.271 -2.8 -1.0 -2.6 0.08
N 1.464 2.251 -0.395 7.6 -1.3 -1.4 0.12